Density functional theory data (ωB97M-V with the def2-TZVPD basis set) for a single C21H22N4O4S molecule.

Geometry as XYZ:
```
52
Properties=species:S:1:pos:R:3:lowdin_charge:R:1
C 4.235 3.989 -0.355 0.02
C 4.063 2.877 0.333 -0.17
C 5.178 1.941 0.711 -0.15
C 4.894 0.554 0.188 -0.16
C 5.499 0.117 -0.981 -0.03
C 5.229 -1.136 -1.499 -0.08
C 4.332 -1.963 -0.851 -0.04
C 3.702 -1.554 0.315 -0.14
C 2.673 -2.448 0.970 -0.13
N 1.509 -2.649 0.129 0.03
C 0.623 -1.656 -0.190 -0.25
C 0.495 -0.487 0.572 0.00
C -0.454 0.458 0.243 -0.05
C -1.283 0.251 -0.843 -0.32
S -2.493 1.478 -1.230 0.69
O -3.079 1.251 -2.516 -0.28
O -1.997 2.791 -0.933 -0.30
N -3.682 1.229 -0.023 -0.01
C -4.470 0.116 -0.062 -0.28
N -4.004 -0.966 -0.647 0.14
C -4.785 -2.051 -0.663 -0.11
C -6.035 -2.052 -0.095 -0.12
N -6.521 -0.963 0.517 0.14
C -5.763 0.105 0.543 -0.28
O -6.187 1.232 1.144 -0.06
C -7.481 1.169 1.716 -0.07
C -1.181 -0.894 -1.611 -0.07
C -0.234 -1.838 -1.288 -0.01
C 3.987 -0.291 0.836 -0.22
O 3.364 0.078 1.994 0.05
H 3.409 4.627 -0.618 0.05
H 5.211 4.313 -0.678 0.06
H 3.067 2.575 0.631 0.10
H 5.303 1.927 1.801 0.12
H 6.115 2.303 0.285 0.12
H 6.192 0.771 -1.487 0.11
H 5.715 -1.464 -2.405 0.10
H 4.115 -2.943 -1.250 0.11
H 3.106 -3.434 1.162 0.13
H 2.361 -2.021 1.923 0.12
H 1.631 -3.340 -0.597 0.13
H 1.140 -0.318 1.417 0.09
H -0.558 1.370 0.809 0.12
H -4.103 2.061 0.360 0.12
H -4.366 -2.917 -1.154 0.10
H -6.689 -2.911 -0.106 0.10
H -7.521 0.398 2.489 0.09
H -7.667 2.151 2.145 0.09
H -8.227 0.937 0.953 0.09
H -1.849 -1.016 -2.447 0.11
H -0.141 -2.737 -1.882 0.11
H 3.620 0.979 2.224 0.09
```

Values from the calculation:
Structure (SMILES): C=CCc1cccc(CNc2ccc(S(=O)(=O)Nc3nccnc3OC)cc2)c1O
Orbital gap (eV): 8.7
Energy above the lowest of the compared OMol25 structures with the same formula, charge and spin (kcal/mol): 77.50
Lowest unoccupied orbital energy (eV): 0.628
Energy (eV): -47118.746

Density functional theory data (ωB97M-V with the def2-TZVPD basis set) for a single C21H22O6 molecule.

Geometry as XYZ:
```
49
Properties=species:S:1:pos:R:3:lowdin_charge:R:1
C -1.419 -0.335 6.022 -0.05
O -1.279 -0.829 4.697 -0.03
C -0.108 -0.539 4.061 -0.41
O 0.828 0.051 4.587 0.11
C 0.030 -1.094 2.694 -0.02
C -0.493 -2.342 2.446 0.09
C -0.300 -2.976 1.172 -0.43
O -0.493 -4.169 1.074 0.10
C 0.031 -2.182 0.036 0.06
C 0.559 -0.917 0.172 -0.05
C 0.916 -0.467 1.591 -0.35
C 2.380 -0.942 1.825 0.01
C 0.876 1.063 1.730 -0.11
C 1.504 1.797 0.508 -0.10
C 0.664 1.443 -0.725 -0.17
C 0.986 2.221 -1.985 -0.44
O 1.960 2.935 -1.932 0.13
O 0.280 2.038 -3.113 0.07
C -0.286 0.703 -3.364 -0.20
C -1.670 0.873 -3.933 -0.19
C -2.606 1.938 -3.686 0.00
C -3.726 1.632 -4.433 -0.08
O -3.523 0.450 -5.113 -0.01
C -2.246 0.016 -4.826 -0.05
C -0.401 -0.244 -2.140 -0.05
C 0.741 -0.063 -1.070 -0.35
C 2.078 -0.543 -1.707 0.01
H -1.641 0.752 6.018 0.11
H -0.537 -0.481 6.663 0.10
H -2.222 -0.881 6.485 0.09
H -1.003 -2.914 3.180 0.13
H -0.121 -2.655 -0.909 0.12
H 2.781 -0.537 2.745 0.08
H 2.457 -2.074 1.913 0.12
H 3.033 -0.606 0.992 0.08
H -0.140 1.362 1.811 0.12
H 1.421 1.377 2.627 0.12
H 1.450 2.871 0.726 0.13
H 2.556 1.521 0.307 0.12
H -0.371 1.692 -0.457 0.16
H 0.362 0.193 -4.108 0.16
H -2.424 2.804 -3.074 0.11
H -4.641 2.221 -4.495 0.12
H -1.810 -0.899 -5.241 0.14
H -1.312 0.023 -1.611 0.13
H -0.434 -1.261 -2.529 0.12
H 2.058 -1.625 -1.835 0.09
H 2.267 -0.112 -2.690 0.09
H 2.988 -0.290 -1.106 0.09
```

Values from the calculation:
Structure (SMILES): COC(=O)C1=CC(=O)C=C2[C@@]1(C)CC[C@H]1C(=O)O[C@H](c3ccoc3)C[C@]21C
Orbital gap (eV): 8.5
Energy above the lowest of the compared OMol25 structures with the same formula, charge and spin (kcal/mol): 29.60
Lowest unoccupied orbital energy (eV): -0.589
Energy (eV): -34417.334

Density functional theory data (ωB97M-V with the def2-TZVPD basis set) for C21H23BrClN3O2PRe as an isolated structure.

Geometry as XYZ:
```
53
Properties=species:S:1:pos:R:3:lowdin_charge:R:1
Re -0.574 -0.153 -0.941 1.19
Br 1.752 1.243 -4.006 0.86
C 3.221 0.242 -3.327 -0.56
C 4.414 0.238 -4.027 -0.09
C 5.471 -0.526 -3.558 -0.02
C 5.324 -1.310 -2.420 -0.04
C 4.122 -1.327 -1.736 0.00
C 3.066 -0.528 -2.168 -0.17
C 1.825 -0.425 -1.380 -0.66
O 1.318 -1.388 -0.768 -0.09
O 1.251 0.712 -1.318 -0.20
H 4.507 0.823 -4.928 0.11
H 6.408 -0.517 -4.094 0.13
H 6.152 -1.902 -2.063 0.12
H 3.998 -1.931 -0.849 0.13
C 0.938 -2.164 3.663 -0.13
N -0.279 -2.703 3.092 -0.14
C -1.430 -2.272 3.872 -0.14
N -1.522 -0.823 3.893 -0.15
C -0.301 -0.265 4.442 -0.14
N 0.845 -0.716 3.667 -0.12
C 0.958 -0.115 2.396 -0.24
P -0.550 -0.615 1.355 0.94
C -0.412 -2.457 1.693 -0.27
C -1.880 -0.261 2.619 -0.27
H 1.804 -2.482 3.078 0.15
H 1.049 -2.527 4.687 0.15
H -1.315 -2.636 4.896 0.15
H -2.343 -2.693 3.447 0.14
H -0.189 -0.603 5.475 0.15
H -0.348 0.826 4.426 0.14
H 1.862 -0.460 1.886 0.11
H 0.964 0.977 2.475 0.12
H 0.450 -2.866 1.156 0.10
H -1.331 -2.925 1.323 0.10
H -2.814 -0.711 2.268 0.11
H -2.040 0.817 2.709 0.11
Cl -0.884 -1.308 -2.944 0.72
C -1.822 -1.775 -1.545 -0.59
H -1.514 -2.766 -1.208 0.03
H -2.889 -1.752 -1.768 0.04
C -1.787 1.274 -1.077 -0.06
C -2.501 2.380 -1.424 -0.30
C -1.964 3.675 -1.182 0.01
C -2.575 4.781 -1.719 -0.03
C -3.731 4.648 -2.487 0.01
C -4.289 3.390 -2.706 -0.03
C -3.701 2.265 -2.180 0.01
H -1.059 3.753 -0.603 0.12
H -2.156 5.759 -1.543 0.12
H -4.198 5.523 -2.912 0.13
H -5.191 3.297 -3.292 0.13
H -4.111 1.281 -2.343 0.12
```

Values from the calculation:
Orbital gap (spin up / spin down) (eV): 5.2 / 5.1
Energy above the lowest of the compared OMol25 structures with the same formula, charge and spin (kcal/mol): 25.87
Total charge: +2
Lowest unoccupied orbital energy (spin up / spin down) (eV): -9.005 / -9.126
Energy (eV): -124681.437

Density functional theory data (ωB97M-V with the def2-TZVPD basis set) for C21H23BrGeI2N2NiO as an isolated structure.

Geometry as XYZ:
```
52
Properties=species:S:1:pos:R:3:mulliken_spin:R:1
Ni 0.275 0.521 -1.227 1.57
Br 2.597 -6.586 -1.171 0.00
C 2.298 -4.709 -1.310 0.01
C 3.334 -3.876 -1.767 0.00
C 3.131 -2.532 -1.887 0.01
C 1.874 -1.925 -1.582 0.01
O 1.709 -0.684 -1.812 0.05
C 0.856 -2.790 -1.047 -0.02
C -0.400 -2.318 -0.585 -0.01
N -0.776 -1.083 -0.506 0.05
C -2.029 -0.708 -0.015 -0.02
C -2.911 -1.519 0.672 0.01
C -4.140 -1.029 1.136 0.00
C -4.498 0.276 0.937 0.01
C -3.623 1.147 0.255 0.00
C -3.922 2.508 0.032 0.01
C -3.016 3.294 -0.620 0.00
C -1.815 2.722 -1.064 0.02
N -1.506 1.458 -0.892 0.03
C -2.386 0.656 -0.228 0.02
C 1.097 -4.181 -0.949 0.00
H 4.292 -4.313 -2.018 0.00
H 3.922 -1.880 -2.234 0.00
H -1.086 -3.106 -0.264 0.01
H -2.652 -2.546 0.885 0.00
H -4.807 -1.698 1.664 0.00
H -5.437 0.660 1.314 0.00
H -4.865 2.911 0.382 0.00
H -3.200 4.343 -0.804 0.00
H -1.089 3.339 -1.581 0.00
H 0.308 -4.820 -0.571 0.00
I 1.445 2.377 -3.108 0.02
C 0.196 1.585 -4.663 0.00
I -0.875 -0.171 -4.073 0.02
H 0.836 1.325 -5.495 0.00
H -0.521 2.344 -4.944 0.00
C 2.615 2.837 2.776 0.01
Ge 1.578 1.228 2.231 -0.01
C -0.035 1.151 3.370 0.00
C 2.662 -0.358 2.674 0.00
C 1.294 1.456 0.322 0.24
H 2.905 2.793 3.829 0.00
H 2.023 3.741 2.619 0.00
H 3.520 2.914 2.172 0.00
H 0.266 1.256 4.414 0.00
H -0.549 0.194 3.260 0.00
H -0.742 1.948 3.138 0.00
H 3.019 -0.279 3.703 0.00
H 3.529 -0.442 2.018 0.00
H 2.080 -1.276 2.586 0.00
H 2.287 1.361 -0.139 -0.01
H 0.933 2.483 0.165 -0.02
```

Values from the calculation:
Spin multiplicity: 3
Orbital gap (spin up / spin down) (eV): 6.0 / 6.7
Energy above the lowest of the compared OMol25 structures with the same formula, charge and spin (kcal/mol): 6.80
Lowest unoccupied orbital energy (spin up / spin down) (eV): -0.779 / -0.789
Energy (eV): -210980.749

> What is the energy in the second record?

-34417.334 eV

> Which formula does entry 4 have?

C21H23BrGeI2N2NiO